20
Properties=species:S:1:pos:R:3:nbo_charge:R:1 method="wB97M-V/def2-TZVPD" homo_lumo_gap_ev="5.8 / 6.0" e_tot_ha=-1371.94622 de_lowest_kcal_mol=168.3 homo_ev="-8.0 / -8.1" total_charge=0
Cl -1.254 2.177 1.867 0.134
S -0.196 -1.934 0.777 1.276
O 0.543 1.570 -0.613 -0.460
O 0.703 -3.060 0.495 -0.936
O -2.423 -1.392 -0.568 -0.461
N 0.582 -0.611 0.162 -0.624
C 0.099 0.624 0.204 0.360
C -1.289 -1.878 -0.717 0.160
C -3.154 -1.205 0.678 -0.300
C 2.945 1.191 -0.487 -0.657
C 1.656 1.258 -1.365 -0.095
C -0.882 0.709 1.229 -0.146
H -4.213 -1.365 0.405 0.205
H -2.945 -1.895 1.457 0.207
H -2.930 -0.048 0.953 0.232
H 3.221 0.149 -0.275 0.239
H 2.705 1.513 0.604 0.214
H 1.615 2.115 -2.126 0.206
H 1.525 0.216 -1.740 0.219
H 3.692 1.868 -0.938 0.227